ORCA calculation (ωB97M-V with the def2-TZVPD basis set) on a cluster of 4 separate species, C3H16NO3S in total.

The calculation puts the energy above the lowest of the compared OMol25 structures with the same formula, charge and spin at 1.6541 eV. Its total energy is -21834.813 eV. The calculation puts the HOMO-LUMO gap (alpha / beta) at 2.85 / 9.99 eV. The expectation value of S² is 0.75. Its spin multiplicity is 2. The calculation puts the HOMO energy (alpha / beta) at -2.405 / -9.659 eV. For the lowest unoccupied orbital energy (alpha / beta), the calculation gives 0.4 / 0.3 eV.

Last column: Löwdin charge in e.
Cartesian coordinates (Å):
C1 -1.540 1.307 -0.705  -0.126
C2 -0.829 0.382 0.249  -0.400
C3 -1.646 -0.912 0.778  -0.537
S1 -0.775 -1.913 2.003  0.704
N1 -0.308 1.193 1.472  0.119
H1 -1.926 0.773 -1.620  0.071
H2 -2.456 1.636 -0.175  0.087
H3 -0.979 2.100 -1.136  0.049
H4 0.153 -0.020 -0.006  0.060
H5 -1.826 -1.451 -0.104  0.025
H6 -2.617 -0.591 1.109  0.065
H7 0.240 -2.271 1.195  -0.155
H8 0.770 1.419 1.155  0.108
H9 -0.332 0.716 2.344  0.078
H10 -0.700 2.106 1.573  0.116
H11 1.493 -1.432 -0.927  -0.073
H12 2.781 -2.023 -0.402  0.052
O1 2.037 -1.475 -0.207  -0.076
H13 2.207 0.302 0.152  0.033
H14 2.999 1.402 0.845  0.052
O2 2.118 1.175 0.614  -0.088
H15 0.843 -0.264 -3.069  -0.010
H16 -0.262 -1.279 -2.724  -0.006
O3 0.555 -0.880 -2.414  -0.151


ORCA calculation (ωB97M-V with the def2-TZVPD basis set) on a structure of composition C29H36N2O2P.

Its total energy is -47013.621 eV. The calculation puts the HOMO-LUMO gap at 6.31 eV. As for the total charge: +1. Its spin multiplicity is 1. The calculation puts the HOMO energy at -10.512 eV. For the lowest unoccupied orbital energy, the calculation gives -4.2 eV.

Last column: Löwdin charge in e.
Cartesian coordinates (Å):
C1 6.325 -2.150 3.338  -0.061
O1 5.575 -0.926 3.470  -0.087
C2 4.215 -0.974 3.273  -0.233
C3 3.524 0.264 3.404  0.003
C4 2.150 0.288 3.304  -0.068
C5 1.400 -0.848 2.926  -0.146
C6 -0.059 -0.655 2.314  -0.168
O2 -0.723 -1.897 2.642  -0.242
C7 -2.030 -1.887 3.186  -0.091
C8 2.090 -2.102 2.996  -0.040
C9 3.436 -2.167 3.155  -0.024
H1 7.370 -1.846 3.341  0.095
H2 6.127 -2.840 4.162  0.093
H3 6.076 -2.678 2.414  0.091
H4 4.104 1.145 3.663  0.122
H5 1.619 1.247 3.380  0.099
H6 -0.495 0.176 2.928  0.124
H7 -2.395 -2.917 3.248  0.094
H8 -2.123 -1.460 4.178  0.085
H9 -2.757 -1.322 2.517  0.099
H10 1.541 -3.023 2.778  0.118
H11 3.970 -3.132 3.261  0.117
C10 -3.252 -5.478 -3.404  -0.040
C11 -2.587 -4.241 -2.881  -0.248
C12 -2.893 -2.989 -3.397  -0.006
C13 -2.280 -1.817 -2.965  -0.194
C14 -2.689 -0.526 -3.609  -0.034
C15 -1.328 -1.900 -1.925  -0.200
N1 -0.680 -0.735 -1.395  -0.215
P1 -1.294 0.359 -0.217  1.244
H12 -0.443 -0.240 1.215  -0.033
N2 -0.235 1.567 -0.798  -0.217
C16 -0.370 2.996 -0.686  -0.202
C17 0.368 3.661 0.296  -0.201
C18 1.281 2.877 1.183  -0.037
C19 0.239 5.045 0.469  0.013
C20 -0.595 5.803 -0.355  -0.248
C21 -0.693 7.286 -0.164  -0.039
C22 -1.302 5.129 -1.346  0.003
C23 -1.204 3.752 -1.543  -0.192
C24 -1.996 3.112 -2.645  -0.043
C25 0.719 1.040 -1.665  -0.083
C26 0.471 -0.236 -1.995  -0.081
C27 -0.975 -3.154 -1.411  -0.198
C28 0.078 -3.262 -0.352  -0.026
C29 -1.621 -4.305 -1.869  0.013
H13 -2.887 -6.371 -2.892  0.079
H14 -4.337 -5.428 -3.265  0.090
H15 -3.081 -5.626 -4.479  0.092
H16 -3.646 -2.920 -4.183  0.134
H17 -2.046 0.321 -3.354  0.041
H18 -2.684 -0.646 -4.701  0.097
H19 -3.716 -0.261 -3.344  0.095
H20 1.718 3.531 1.946  0.093
H21 0.740 2.077 1.707  0.051
H22 2.105 2.421 0.613  0.099
H23 0.800 5.531 1.256  0.124
H24 -1.368 7.734 -0.897  0.080
H25 -1.072 7.539 0.831  0.091
H26 0.276 7.786 -0.281  0.092
H27 -1.963 5.703 -1.997  0.124
H28 -2.519 3.894 -3.209  0.088
H29 -1.363 2.564 -3.354  0.081
H30 -2.751 2.408 -2.272  0.074
H31 1.450 1.687 -2.124  0.145
H32 0.967 -0.805 -2.767  0.146
H33 0.235 -4.320 -0.111  0.090
H34 1.034 -2.837 -0.694  0.091
H35 -0.201 -2.761 0.589  0.064
H36 -1.349 -5.262 -1.439  0.120


ORCA calculation (ωB97M-V with the def2-TZVPD basis set) on a cluster of 5 separate species, C21H37N2O7 in total.

Its total energy is -39678.032 eV. The calculation puts the HOMO-LUMO gap at 7.01 eV. As for the total charge: +1. Its spin multiplicity is 1. The calculation puts the HOMO energy at -11.349 eV. For the lowest unoccupied orbital energy, the calculation gives -4.3 eV.

Last column: Löwdin charge in e.
Cartesian coordinates (Å):
C1 0.943 1.112 0.191  -0.082
C2 0.776 0.865 -1.360  -0.251
C3 -0.660 0.386 -1.804  -0.133
C4 -1.843 1.214 -1.224  -0.075
C5 -3.013 0.442 -0.723  0.111
C6 -4.218 1.108 -0.176  -0.024
C7 -5.410 0.226 0.285  -0.359
O1 -5.815 0.133 1.396  0.200
O2 -6.076 -0.491 -0.753  -0.064
O3 -7.161 0.242 -1.187  0.011
C8 -4.182 2.587 -0.111  0.056
C9 -3.015 3.280 -0.618  0.033
N1 -1.920 2.589 -1.161  -0.087
N2 -0.872 3.373 -1.655  0.125
H1 2.014 0.855 0.443  0.071
H2 0.862 2.222 0.367  0.070
H3 0.264 0.507 0.843  0.078
H4 1.060 1.788 -1.936  0.069
H5 1.512 0.080 -1.709  0.108
H6 -0.781 -0.671 -1.407  0.087
H7 -0.761 0.281 -2.926  0.137
H8 -3.049 -0.677 -0.751  0.147
H9 -7.247 0.148 -2.160  0.134
H10 -5.061 3.135 0.319  0.140
H11 -3.034 4.399 -0.554  0.151
H12 -1.155 3.924 -2.468  0.130
H13 -0.596 3.982 -0.879  0.124
C10 1.797 -3.913 -2.205  -0.007
C11 0.784 -2.899 -2.659  -0.473
O4 0.087 -2.301 -1.860  0.025
C12 0.667 -2.651 -4.140  -0.010
H14 1.771 -3.987 -1.117  0.079
H15 1.559 -4.891 -2.628  0.092
H16 2.797 -3.603 -2.512  0.094
H17 0.380 -3.572 -4.649  0.092
H18 1.618 -2.285 -4.532  0.093
H19 -0.100 -1.897 -4.322  0.075
C13 4.270 -4.948 2.504  -0.023
C14 3.405 -3.756 2.187  -0.511
O5 3.757 -2.915 1.386  0.051
C15 2.083 -3.649 2.904  -0.025
H20 5.187 -4.895 1.917  0.083
H21 4.531 -4.947 3.563  0.088
H22 3.742 -5.869 2.247  0.086
H23 2.249 -3.591 3.982  0.088
H24 1.460 -4.513 2.666  0.085
H25 1.568 -2.745 2.580  0.076
C16 -3.942 1.944 5.052  -0.018
C17 -2.925 1.336 4.121  -0.505
O6 -1.881 1.901 3.870  0.055
C18 -3.256 -0.002 3.514  -0.018
H26 -3.573 2.904 5.414  0.084
H27 -4.882 2.107 4.521  0.085
H28 -4.103 1.286 5.908  0.090
H29 -4.164 0.079 2.915  0.050
H30 -3.387 -0.747 4.301  0.093
H31 -2.436 -0.317 2.867  0.077
C19 4.881 1.500 -0.972  -0.012
C20 4.341 2.667 -1.758  -0.488
O7 3.165 2.740 -2.055  0.047
C21 5.318 3.740 -2.161  -0.020
H32 4.069 0.806 -0.750  0.065
H33 5.639 0.977 -1.556  0.091
H34 5.308 1.852 -0.031  0.093
H35 6.096 3.314 -2.798  0.089
H36 5.765 4.189 -1.273  0.089
H37 4.794 4.515 -2.720  0.083


ORCA calculation (ωB97M-V with the def2-TZVPD basis set) on a structure of composition C2H6BrMnO.

The calculation puts the energy above the lowest of the compared OMol25 structures with the same formula, charge and spin at 0.8346 eV. Its total energy is -105571.943 eV. The calculation puts the HOMO-LUMO gap (alpha / beta) at 4.27 / 4.35 eV. The expectation value of S² is 8.76. As for the total charge: +1. Its spin multiplicity is 6. The calculation puts the HOMO energy (alpha / beta) at -12.664 / -12.667 eV. For the lowest unoccupied orbital energy (alpha / beta), the calculation gives -8.4 / -8.3 eV.

Last column: Löwdin charge in e.
Cartesian coordinates (Å):
Mn1 -4.407 1.398 -0.841  1.127
Br1 -3.361 -0.020 1.126  0.096
C1 1.787 0.136 -0.327  -0.085
C2 0.474 -0.544 -0.007  -0.317
O1 -0.111 0.051 1.169  -0.130
H1 1.728 1.212 -0.164  0.076
H2 2.023 0.054 -1.391  0.074
H3 2.623 -0.290 0.224  0.077
H4 0.564 -1.633 0.010  0.111
H5 -0.258 -0.383 -0.810  0.092
H6 -1.062 0.016 1.012  -0.121


M across the listed records, respectively: 146.23; 475.59; 429.53; 180.91 g/mol.